A:
Density functional theory data (ωB97M-V/def2-TZVPD) for a structure of composition C18H24N2O4S.

```
49
Properties=species:S:1:pos:R:3:mulliken_charge:R:1
C -4.27 -1.98 -5.99 -1.218
H -5.34 -1.69 -6.37 0.349
H -3.59 -1.29 -6.69 0.270
H -4.04 -2.89 -6.36 0.423
C -4.11 -1.57 -4.52 -0.634
C -5.06 -2.65 -3.65 -1.101
H -4.96 -2.63 -2.47 0.255
H -4.80 -3.64 -4.11 0.281
H -5.95 -2.32 -4.02 0.473
O -2.79 -2.18 -4.08 -0.248
C -1.53 -1.42 -4.36 -0.472
C -0.23 -1.78 -3.73 -0.230
H 0.26 -0.84 -3.78 0.337
H -0.03 -2.77 -4.30 0.252
C -0.55 -2.13 -2.31 -1.459
N -1.21 -1.26 -1.32 -0.159
C -0.62 -0.22 -0.72 0.998
O 0.71 -0.36 -0.64 -0.855
C -1.23 0.73 -0.24 0.839
C -2.49 1.07 -0.50 -1.188
C -3.19 2.22 0.06 -1.165
C -2.68 2.56 1.39 -0.274
C -1.47 2.23 1.73 -0.389
C -0.73 1.25 1.20 0.061
N 0.72 1.12 1.31 -0.016
C 1.11 1.38 2.59 0.242
O 0.55 2.20 3.63 -0.756
C 2.62 0.76 2.65 0.344
C 3.24 1.05 3.99 -0.307
S 4.83 0.58 4.14 -0.157
C 5.33 0.03 2.32 -0.428
C 4.10 -0.59 1.82 -0.931
O 2.93 0.07 1.64 -0.271
H 4.21 -1.02 0.93 0.564
H 3.78 -1.47 2.60 0.370
H 6.23 -0.73 2.35 0.336
H 5.49 1.07 1.67 0.287
H 2.74 1.44 4.81 0.413
H 1.08 0.43 0.86 0.523
H -1.01 2.67 2.72 0.360
H -3.51 3.35 1.84 0.206
H -4.15 2.25 -0.11 0.516
H -2.85 0.79 -1.39 0.758
H -2.27 -1.05 -1.38 0.142
H -1.10 -3.08 -2.20 0.566
H 0.24 -2.45 -1.90 0.704
H -2.09 -0.29 -3.89 0.104
H -1.75 -1.12 -5.42 0.201
H -4.10 -0.73 -4.30 1.084
```

Summary:
Charge: 0
Orbital gap (eV): 6.71
LUMO energy (eV): -0.54

=====

B:
Density functional theory data (ωB97M-V/def2-TZVPD) for an isolated molecule of C18H24N2O4S.

```
49
Properties=species:S:1:pos:R:3:mulliken_charge:R:1
N -6.59 -0.79 0.19 -0.306
C -5.78 -1.86 0.21 0.560
O -6.02 -2.91 -0.34 -0.624
C -4.49 -1.64 1.03 -0.573
O -3.61 -0.69 0.45 -0.317
C -3.83 0.61 0.66 0.859
O -4.76 1.03 1.32 -0.748
C -2.81 1.47 0.05 -0.188
C -2.84 2.82 0.41 -0.547
C -1.93 3.72 -0.10 -0.627
C -0.97 3.27 -1.00 -0.841
C -0.93 1.95 -1.39 -0.651
C -1.84 1.02 -0.87 1.013
S -1.82 -0.67 -1.35 0.088
C -0.58 -0.74 -2.68 -0.903
C 0.86 -0.47 -2.24 0.544
O 1.65 0.09 -2.98 -0.674
N 1.16 -0.92 -1.02 -0.119
C 2.44 -0.71 -0.38 -0.126
C 2.28 0.23 0.83 -0.579
C 3.52 1.11 1.04 -0.826
C 4.72 0.38 1.61 -0.713
C 5.16 -0.85 0.82 -0.639
C 4.20 -2.03 0.98 -0.768
C 3.05 -2.07 -0.03 -0.876
H -7.44 -0.83 -0.33 0.215
H -6.34 0.06 0.68 0.234
H -4.77 -1.31 2.04 0.381
H -3.93 -2.58 1.07 0.286
H -3.60 3.13 1.11 0.462
H -1.96 4.76 0.19 0.405
H -0.25 3.96 -1.42 0.453
H -0.18 1.64 -2.09 0.319
H -0.85 -0.07 -3.49 0.401
H -0.65 -1.77 -3.04 0.485
H 0.43 -1.35 -0.47 0.341
H 3.05 -0.21 -1.13 0.405
H 2.06 -0.34 1.73 0.360
H 1.43 0.89 0.63 0.322
H 3.79 1.56 0.08 0.408
H 3.25 1.92 1.72 0.333
H 4.50 0.07 2.64 0.310
H 5.56 1.08 1.66 0.337
H 6.14 -1.16 1.19 0.343
H 5.28 -0.60 -0.23 0.350
H 3.79 -2.02 1.99 0.363
H 4.75 -2.97 0.88 0.431
H 3.41 -2.52 -0.96 0.351
H 2.26 -2.72 0.36 0.285
```

Summary:
SMILES: NC(=O)COC(=O)c1ccccc1SCC(=O)NC1CCCCCC1
Charge: 0
Orbital gap (eV): 8.73
LUMO energy (eV): 0.06

=====

Which one is most stable, and which one is least stable? B is the most stable of them, while A is the least stable.